Entry 1:
C76H92BrClF12N14O16S4 | the ωB97M-V functional and the def2-TZVPD basis

Each line ends with the Mulliken charge.
Geometry (Å):
1 Cl 6.42 -36.09 5.24  -1.004
2 O 6.64 -34.89 4.51  -0.071
3 O 7.58 -36.37 6.02  0.306
4 O 5.29 -35.93 6.11  0.169
5 O 6.07 -37.11 4.26  0.016
6 C 8.52 -38.89 9.17  -1.343
7 N 7.36 -39.20 8.31  0.551
8 C 7.54 -39.65 7.10  -0.585
9 C 6.36 -39.79 6.32  0.003
10 C 5.07 -39.57 6.80  2.772
11 C 4.97 -39.10 8.11  -0.772
12 C 6.10 -39.01 8.88  -1.256
13 C 3.87 -39.75 5.97  1.025
14 C 3.91 -39.96 4.58  -0.697
15 C 2.79 -40.41 3.92  -0.644
16 N 1.59 -40.59 4.53  0.192
17 C 1.48 -40.35 5.86  -0.933
18 C 2.63 -39.98 6.54  -1.155
19 C 0.40 -40.99 3.82  -1.180
20 H 9.24 -39.70 9.31  0.390
21 H 8.19 -38.63 10.18  0.337
22 H 9.00 -38.00 8.76  0.472
23 H 8.54 -39.84 6.75  0.851
24 H 6.43 -40.04 5.27  -0.941
25 H 4.06 -38.77 8.58  0.300
26 H 6.05 -38.83 9.94  0.709
27 H 4.86 -40.02 4.07  0.524
28 H 2.88 -40.69 2.88  0.633
29 H 0.51 -40.55 6.28  0.597
30 H 2.48 -39.81 7.60  0.587
31 H 0.74 -41.56 2.96  0.374
32 H -0.11 -40.09 3.50  0.457
33 H -0.29 -41.64 4.37  0.421
34 C 8.42 -32.51 6.04  -0.788
35 N 7.41 -31.79 6.88  0.493
36 C 6.58 -30.85 6.37  -0.514
37 C 5.65 -30.22 7.17  -0.563
38 C 5.82 -30.27 8.56  0.463
39 C 6.82 -31.11 9.08  -0.809
40 C 7.59 -31.89 8.24  -0.499
41 C 4.95 -29.44 9.45  0.567
42 C 4.37 -29.96 10.59  -0.619
43 C 3.77 -29.13 11.54  -0.435
44 N 3.74 -27.81 11.33  0.033
45 C 4.20 -27.21 10.20  -0.414
46 C 4.84 -28.02 9.27  -0.519
47 C 3.27 -27.00 12.45  -1.007
48 H 8.03 -32.72 5.05  -0.030
49 H 8.62 -33.51 6.42  0.292
50 H 9.38 -31.99 6.01  0.348
51 H 6.66 -30.74 5.30  0.373
52 H 4.94 -29.53 6.75  0.542
53 H 7.01 -31.23 10.13  0.653
54 H 8.33 -32.58 8.61  0.720
55 H 4.41 -31.03 10.76  0.730
56 H 3.41 -29.50 12.49  0.521
57 H 4.07 -26.14 10.15  0.503
58 H 5.27 -27.46 8.46  0.558
59 H 2.46 -27.52 12.94  0.383
60 H 2.76 -26.16 11.97  0.392
61 H 4.08 -26.80 13.15  0.326
62 C 3.89 -33.36 3.57  -1.082
63 N 2.65 -34.12 3.54  1.302
64 C 1.49 -33.45 3.30  -0.745
65 C 0.32 -34.18 3.19  -1.179
66 C 0.23 -35.59 3.27  1.343
67 C 1.50 -36.16 3.61  -1.281
68 C 2.72 -35.47 3.70  -0.523
69 C -1.03 -36.27 2.94  0.749
70 C -1.02 -37.50 2.39  -0.821
71 C -2.19 -38.19 2.08  -0.727
72 N -3.36 -37.57 2.18  -0.010
73 C -3.50 -36.34 2.60  -0.087
74 C -2.34 -35.67 3.09  -0.838
75 C -4.56 -38.29 1.81  -0.994
76 H 4.46 -33.55 2.66  -0.041
77 H 4.49 -33.64 4.43  0.207
78 H 3.71 -32.28 3.61  0.342
79 H 1.55 -32.37 3.24  0.707
80 H -0.51 -33.53 2.98  0.446
81 H 1.49 -37.21 3.86  0.653
82 H 3.68 -35.91 3.93  0.760
83 H -0.06 -37.97 2.22  0.984
84 H -2.29 -39.17 1.63  0.468
85 H -4.52 -36.00 2.51  0.424
86 H -2.35 -34.68 3.51  0.542
87 H -4.84 -38.92 2.65  0.375
88 H -4.48 -38.82 0.85  0.398
89 H -5.37 -37.62 1.53  0.357
90 C -1.36 -30.54 15.85  -0.768
91 N -0.76 -31.40 14.78  0.004
92 C -1.22 -31.16 13.53  -0.593
93 C -0.91 -31.95 12.40  -0.580
94 C 0.08 -32.95 12.58  0.859
95 C 0.54 -33.23 13.93  -0.757
96 C 0.16 -32.40 14.97  -0.338
97 C 0.65 -33.70 11.47  1.322
98 C 1.96 -34.28 11.48  -0.791
99 C 2.56 -34.81 10.34  -0.687
100 N 1.89 -34.90 9.18  0.502
101 C 0.59 -34.49 9.11  -0.211
102 C 0.02 -33.79 10.24  -1.002
103 C 2.52 -35.54 8.00  -0.910
104 H -2.42 -30.72 16.01  0.379
105 H -1.36 -29.49 15.54  0.378
106 H -0.76 -30.77 16.73  0.249
107 H -1.99 -30.41 13.48  0.542
108 H -1.44 -31.86 11.47  0.447
109 H 1.12 -34.10 14.20  0.527
110 H 0.42 -32.61 15.99  0.432
111 H 2.54 -34.18 12.39  0.497
112 H 3.52 -35.29 10.33  0.685
113 H -0.01 -34.79 8.27  0.427
114 H -0.99 -33.43 10.16  0.514
115 H 3.37 -34.92 7.71  0.328
116 H 1.81 -35.58 7.17  -0.064
117 H 2.90 -36.48 8.39  0.528
118 C 7.60 -37.09 1.32  -1.160
119 N 7.74 -35.87 0.56  0.525
120 C 8.84 -35.73 -0.20  -0.496
121 C 8.95 -34.64 -1.15  -0.873
122 C 7.89 -33.66 -1.20  0.642
123 C 6.87 -33.80 -0.20  -0.401
124 C 6.86 -34.87 0.65  -0.668
125 C 8.03 -32.47 -2.09  0.660
126 C 8.46 -32.41 -3.44  -0.609
127 C 8.50 -31.18 -4.13  -0.334
128 N 8.26 -30.02 -3.47  0.060
129 C 7.82 -30.10 -2.22  -0.413
130 C 7.72 -31.28 -1.53  -0.443
131 C 8.21 -28.80 -4.18  -0.926
132 H 8.13 -36.94 2.27  0.137
133 H 7.94 -37.94 0.72  0.675
134 H 6.56 -37.35 1.52  0.170
135 H 9.56 -36.54 -0.17  0.585
136 H 9.86 -34.48 -1.71  0.570
137 H 6.11 -33.04 -0.15  1.061
138 H 6.05 -34.97 1.36  0.257
139 H 8.67 -33.36 -3.91  0.487
140 H 8.79 -31.21 -5.17  0.454
141 H 7.51 -29.16 -1.80  0.443
142 H 7.40 -31.20 -0.50  0.218
143 H 7.24 -28.75 -4.66  0.357
144 H 9.11 -28.82 -4.79  0.377
145 H 8.29 -28.00 -3.45  0.347
146 C 14.93 -35.21 8.85  -1.061
147 C 13.70 -34.30 8.79  -0.555
148 N 12.70 -34.95 7.87  0.228
149 C 11.95 -36.10 8.03  -0.771
150 C 11.19 -36.28 6.84  -0.246
151 N 11.59 -35.34 5.97  0.231
152 C 12.47 -34.47 6.60  -0.266
153 C 11.27 -35.12 4.57  -0.943
154 H 15.41 -35.31 7.88  0.320
155 H 14.65 -36.19 9.23  0.333
156 H 15.71 -34.91 9.55  0.390
157 H 13.95 -33.29 8.48  0.330
158 H 13.19 -34.08 9.73  0.363
159 H 11.95 -36.67 8.95  0.485
160 H 10.56 -37.10 6.51  0.672
161 H 12.78 -33.50 6.25  0.391
162 H 10.22 -35.21 4.32  0.333
163 H 11.81 -35.84 3.96  0.388
164 H 11.72 -34.20 4.19  0.345
165 C 5.84 -42.91 3.21  -0.709
166 C 6.79 -43.82 4.06  -0.607
167 N 6.40 -43.73 5.52  0.191
168 C 7.26 -43.19 6.45  -0.513
169 C 6.53 -43.12 7.57  -0.710
170 N 5.27 -43.62 7.45  0.279
171 C 5.22 -44.09 6.15  -0.311
172 C 4.22 -43.60 8.41  -0.810
173 H 5.75 -41.85 3.44  -0.030
174 H 4.81 -43.27 3.16  0.528
175 H 6.33 -42.81 2.25  0.427
176 H 7.85 -43.57 3.95  0.439
177 H 6.65 -44.85 3.74  0.334
178 H 8.24 -42.85 6.15  0.673
179 H 6.81 -42.72 8.54  0.552
180 H 4.40 -44.56 5.64  0.447
181 H 4.01 -44.61 8.77  0.355
182 H 3.33 -43.20 7.94  0.303
183 H 4.36 -42.94 9.26  0.319
184 Br 7.27 -31.32 2.46  -0.696
185 C 1.15 -30.47 7.65  0.222
186 F 0.31 -30.97 8.53  -0.186
187 F 0.37 -29.90 6.71  -0.207
188 F 1.92 -29.56 8.25  -0.120
189 S 2.15 -31.84 6.74  1.075
190 O 1.16 -32.90 6.30  -0.532
191 O 2.75 -31.14 5.56  -0.658
192 O 3.15 -32.26 7.74  -0.385
193 C 6.94 -35.05 10.60  0.261
194 F 7.69 -33.90 10.61  -0.269
195 F 5.71 -34.75 11.06  -0.154
196 F 6.96 -35.58 9.34  0.088
197 S 7.80 -36.23 11.81  1.054
198 O 9.10 -36.47 11.20  -0.597
199 O 7.95 -35.52 13.09  -0.617
200 O 6.94 -37.44 11.85  -0.667
201 C 9.99 -38.88 3.16  0.282
202 F 9.52 -37.93 4.01  -0.089
203 F 10.02 -38.38 1.90  -0.121
204 F 11.17 -39.29 3.57  -0.195
205 S 8.78 -40.38 3.20  0.888
206 O 9.42 -41.48 2.40  -0.639
207 O 8.61 -40.87 4.58  -0.537
208 O 7.51 -39.90 2.65  -0.529
209 C 3.76 -35.14 -1.96  0.427
210 F 2.86 -34.95 -2.92  -0.193
211 F 4.19 -36.38 -1.94  -0.228
212 F 4.80 -34.30 -2.31  -0.229
213 S 3.04 -34.74 -0.21  1.111
214 O 1.66 -35.20 -0.28  -0.620
215 O 3.87 -35.54 0.71  -0.521
216 O 3.20 -33.32 0.06  -0.699

Summary:
**Total charge**: +6
**HOMO-LUMO gap**: 3.40 eV
**E_HOMO**: -15.936 eV

***

Entry 2:
C4H6N2S | the ωB97M-V functional and the def2-TZVPD basis

Each line ends with the Mulliken charge.
Geometry (Å):
1 C -1.89 0.75 1.23  -1.134
2 C -0.74 0.20 0.47  0.752
3 C -0.34 -1.09 0.33  -0.648
4 N 0.77 -1.31 -0.43  -0.610
5 C 1.25 -0.21 -0.89  0.518
6 N 2.31 -0.12 -1.74  -0.442
7 S 0.36 1.24 -0.41  -0.228
8 H -1.55 1.39 2.04  0.285
9 H -2.53 1.34 0.58  0.300
10 H -2.47 -0.07 1.65  0.328
11 H -0.83 -1.94 0.76  0.388
12 H 2.88 -0.94 -1.81  0.261
13 H 2.79 0.76 -1.78  0.231

Summary:
**Total charge**: 0
**SMILES**: Cc1cnc(N)s1
**HOMO-LUMO gap**: 8.71 eV
**Energy above the lowest of the compared OMol25 structures with the same formula, charge and spin**: 1.1 kcal/mol
**E_HOMO**: -7.990 eV

***

Entry 3:
C39H49GeN6O4PPt | the ωB97M-V functional and the def2-TZVPD basis

Each line ends with the Mulliken charge.
Geometry (Å):
1 Pt 0.31 0.28 -0.30  2.057
2 O -2.42 -3.86 4.23  -0.771
3 C -1.80 -2.89 4.78  0.663
4 O -1.69 -2.70 6.00  -0.757
5 C -1.14 -1.87 3.87  0.241
6 C -0.54 -0.75 4.36  -0.780
7 N -0.08 -0.06 3.30  -0.056
8 N -0.32 -0.65 2.13  0.080
9 C -0.98 -1.78 2.45  -0.153
10 C -1.40 -2.76 1.38  0.430
11 O -2.14 -3.74 1.78  -0.678
12 O -1.04 -2.64 0.23  -0.438
13 H -2.28 -3.73 2.87  0.415
14 H -0.42 -0.42 5.37  0.507
15 H 0.44 0.79 3.29  0.142
16 N -1.24 1.70 -0.62  -0.794
17 P -1.54 1.95 -2.10  -1.114
18 N -3.15 2.52 -2.32  1.397
19 C -3.65 3.61 -3.11  -1.030
20 C -4.36 4.65 -2.24  -0.677
21 C -5.46 3.99 -1.42  -0.873
22 C -4.88 2.84 -0.60  -0.776
23 C -4.17 1.85 -1.52  -1.087
24 N -1.34 0.77 -3.29  1.101
25 C -1.85 0.97 -4.63  -1.025
26 C -3.14 0.18 -4.89  -0.352
27 C -2.96 -1.30 -4.53  -1.048
28 C -2.43 -1.43 -3.10  -0.385
29 C -1.14 -0.63 -2.96  0.184
30 N -0.72 3.26 -2.89  0.072
31 C 0.64 2.84 -3.33  -0.529
32 C 1.52 4.06 -3.54  -1.100
33 C 1.80 4.76 -2.19  -0.683
34 C 0.62 4.54 -1.22  -0.498
35 C -0.68 4.44 -2.00  -0.732
36 H -4.38 3.23 -3.85  0.442
37 H -2.82 4.06 -3.65  0.439
38 H -4.77 5.45 -2.87  0.401
39 H -3.63 5.10 -1.56  0.230
40 H -6.22 3.58 -2.10  0.304
41 H -5.96 4.72 -0.78  0.388
42 H -5.66 2.33 -0.03  0.384
43 H -4.14 3.22 0.11  0.309
44 H -4.92 1.37 -2.18  0.421
45 H -3.68 1.08 -0.93  0.419
46 H -1.09 0.65 -5.36  0.497
47 H -2.02 2.04 -4.78  0.419
48 H -3.43 0.29 -5.94  0.410
49 H -3.94 0.61 -4.27  0.006
50 H -2.23 -1.74 -5.21  0.289
51 H -3.90 -1.83 -4.65  0.456
52 H -2.25 -2.48 -2.83  0.378
53 H -3.16 -1.03 -2.39  0.222
54 H -0.37 -1.05 -3.63  0.200
55 H -0.74 -0.66 -1.93  -1.249
56 H 0.56 2.27 -4.26  0.317
57 H 1.11 2.17 -2.58  0.066
58 H 1.01 4.75 -4.22  0.356
59 H 2.46 3.76 -4.01  0.464
60 H 1.95 5.84 -2.36  0.299
61 H 2.72 4.37 -1.75  0.380
62 H 0.57 5.34 -0.48  0.473
63 H 0.74 3.59 -0.69  -0.077
64 H -0.84 5.36 -2.59  0.391
65 H -1.51 4.36 -1.30  0.437
66 C 2.18 0.18 -0.92  -1.187
67 Ge 2.88 -1.50 -0.35  0.713
68 C 2.10 -3.13 -1.18  0.841
69 C 1.75 -3.00 -2.52  -0.403
70 C 1.15 -4.04 -3.23  -0.495
71 C 0.87 -5.24 -2.58  -0.520
72 C 1.20 -5.38 -1.24  -0.676
73 C 1.82 -4.35 -0.55  -0.387
74 C 4.81 -1.63 -0.92  -0.112
75 C 5.89 -1.75 -0.04  -0.018
76 C 7.20 -1.67 -0.49  -0.668
77 C 7.47 -1.46 -1.83  -0.352
78 C 6.41 -1.33 -2.73  -0.726
79 C 5.11 -1.41 -2.27  -0.263
80 C 2.98 -1.55 1.63  0.512
81 C 3.65 -0.47 2.22  -0.394
82 C 3.77 -0.36 3.60  -0.757
83 C 3.22 -1.34 4.42  -0.564
84 C 2.54 -2.41 3.86  -0.516
85 C 2.42 -2.51 2.48  -0.107
86 H 2.51 0.48 -1.92  0.415
87 H 1.91 -2.04 -3.02  0.045
88 H 0.89 -3.90 -4.27  0.358
89 H 0.39 -6.04 -3.12  0.330
90 H 0.96 -6.31 -0.72  0.367
91 H 2.08 -4.50 0.49  0.250
92 H 5.69 -1.92 1.01  0.316
93 H 8.02 -1.77 0.22  0.368
94 H 8.50 -1.39 -2.18  0.336
95 H 6.61 -1.16 -3.78  0.365
96 H 4.29 -1.30 -2.98  0.274
97 H 4.06 0.30 1.58  0.389
98 H 4.29 0.48 4.03  0.371
99 H 3.31 -1.26 5.50  0.372
100 H 2.07 -3.15 4.49  0.382
101 H 1.85 -3.33 2.06  -0.281

Summary:
**Total charge**: -2
**Multiplicity**: 3
**HOMO-LUMO gap (spin up / spin down)**: 5.36 / 5.89 eV
**Energy above the lowest of the compared OMol25 structures with the same formula, charge and spin**: 7.9 kcal/mol
**E_HOMO (spin up / spin down)**: -1.079 / -1.615 eV

***

Entry 4:
C28H46BrN3P2Pd | the ωB97M-V functional and the def2-TZVPD basis

Each line ends with the Mulliken charge.
Geometry (Å):
1 N -2.41 -0.16 -6.65  -0.391
2 C -2.17 -1.36 -6.12  -0.464
3 C -1.50 -1.51 -4.90  -0.471
4 C -1.16 -0.36 -4.11  -0.059
5 C -1.39 0.90 -4.75  -0.260
6 C -2.00 0.93 -6.02  -0.499
7 C -0.85 -0.48 -2.72  -0.669
8 Pd -0.10 0.51 -0.30  0.133
9 P -0.61 1.30 3.01  -0.161
10 C -1.49 0.28 -1.68  -0.692
11 C -2.49 -0.50 -0.84  1.087
12 C -3.57 0.23 -0.31  -0.370
13 C -4.60 -0.43 0.34  -0.502
14 C -4.51 -1.81 0.51  -0.079
15 C -3.50 -2.56 -0.08  -0.631
16 C -2.46 -1.89 -0.72  -0.392
17 Br -5.86 -2.62 1.48  0.282
18 H -0.26 -1.34 -2.41  0.718
19 H -1.84 1.31 -1.86  1.055
20 H -1.34 -2.52 -4.51  0.429
21 H -1.12 1.83 -4.27  0.465
22 H -2.52 -2.23 -6.69  0.406
23 H -2.19 1.89 -6.53  0.399
24 H -3.59 1.32 -0.43  0.492
25 H -1.65 -2.46 -1.18  0.581
26 H -5.48 0.10 0.70  0.571
27 H -3.53 -3.64 -0.06  0.560
28 P 2.13 1.02 -0.66  1.010
29 C -1.98 0.19 2.59  1.438
30 C -3.14 0.35 3.60  -1.355
31 H -1.63 -0.86 2.57  0.396
32 H -2.30 0.44 1.57  -1.233
33 H -3.91 -0.41 3.42  0.329
34 H -2.77 0.25 4.63  0.471
35 H -3.60 1.34 3.49  0.375
36 C -0.63 2.79 1.99  0.778
37 C -0.61 4.05 2.88  -1.393
38 H -1.56 2.75 1.39  0.308
39 H 0.23 2.75 1.30  -0.739
40 H -0.78 4.94 2.27  0.427
41 H -1.39 4.00 3.65  0.429
42 H 0.36 4.16 3.39  0.399
43 C 0.98 0.46 3.00  1.995
44 C 1.35 -0.11 4.37  -1.552
45 H 1.76 1.17 2.65  0.123
46 H 0.88 -0.33 2.25  -1.273
47 H 2.36 -0.55 4.34  0.416
48 H 1.34 0.66 5.15  0.427
49 H 0.64 -0.89 4.67  0.379
50 C 3.41 0.29 0.47  -0.249
51 C 4.92 0.52 0.27  -1.382
52 H 3.23 -0.80 0.45  0.321
53 H 3.15 0.63 1.48  0.129
54 H 5.36 -0.08 -0.54  0.350
55 H 5.16 1.57 0.07  0.355
56 H 5.43 0.25 1.21  0.411
57 C 2.25 2.84 -0.46  -1.033
58 C 1.20 3.63 -1.23  -1.053
59 H 3.26 3.07 -0.83  0.640
60 H 2.22 3.05 0.61  0.542
61 H 1.54 3.79 -2.27  0.404
62 H 0.21 3.14 -1.29  0.114
63 H 1.08 4.63 -0.77  0.364
64 C 2.85 0.85 -2.34  -0.790
65 C 3.12 -0.57 -2.81  -1.166
66 H 3.78 1.44 -2.31  0.522
67 H 2.16 1.36 -3.03  0.499
68 H 3.16 -0.59 -3.91  0.411
69 H 4.11 -0.93 -2.48  0.284
70 H 2.38 -1.30 -2.46  0.175
71 C 1.21 -3.28 2.99  -0.636
72 N 1.10 -3.36 1.53  0.000
73 C 1.25 -4.66 0.89  -0.751
74 C 0.81 -2.31 0.83  -0.124
75 N 0.59 -1.33 0.21  0.188
76 H 1.33 -4.31 3.35  0.396
77 H 0.31 -2.84 3.44  0.178
78 H 2.06 -2.66 3.32  0.252
79 H 0.33 -4.90 0.33  0.325
80 H 2.08 -4.64 0.17  0.334
81 H 1.42 -5.40 1.67  0.298

Summary:
**Total charge**: +4
**Multiplicity**: 5
**HOMO-LUMO gap (spin up / spin down)**: 6.33 / 3.63 eV
**Energy above the lowest of the compared OMol25 structures with the same formula, charge and spin**: 49.5 kcal/mol
**E_HOMO (spin up / spin down)**: -19.267 / -19.394 eV